(1)
{"formula": "C2H4NO2", "method": "ωB97M-V with the def2-TZVPD basis set", "energy_ev": -7711.1474, "e_lumo_ev": -6.7, "orbital_gap_ev": 9.689, "charge": 1, "homo_ev": -16.3610, "de_lowest_kcal_mol": 110.9, "elements": ["C", "C", "N", "O", "O", "H", "H", "H", "H"], "coordinates": [[0.801, 1.389, 0.637], [-0.997, -0.988, -0.896], [0.915, 0.794, -0.421], [1.170, 0.421, -1.463], [-0.721, -0.280, 0.015], [1.547, 2.096, 0.789], [-0.126, 1.231, 1.132], [-2.000, -1.519, -1.059], [-0.262, -1.363, -1.687]]}

(2)
{"formula": "C2H4NO2", "method": "ωB97M-V with the def2-TZVPD basis set", "energy_ev": -7711.3307, "e_lumo_ev": [-7.2, -7.2], "orbital_gap_ev": [8.454, 8.460], "charge": 1, "homo_ev": [-15.6422, -15.6454], "de_lowest_kcal_mol": 106.7, "elements": ["C", "C", "N", "O", "O", "H", "H", "H", "H"], "coordinates": [[1.553, 0.513, -0.617], [0.054, 0.581, -0.336], [-1.458, -0.932, 0.664], [2.169, 1.318, 0.033], [-0.371, -0.690, -0.017], [2.109, -0.238, -1.356], [-0.491, 1.548, -0.137], [-1.989, -0.118, 1.012], [-1.576, -1.983, 0.753]]}

(3)
{"formula": "C2H4NO2", "method": "ωB97M-V with the def2-TZVPD basis set", "energy_ev": -7711.4030, "e_lumo_ev": [-6.9, -6.9], "orbital_gap_ev": [10.170, 10.169], "charge": 1, "homo_ev": [-17.0993, -17.0988], "de_lowest_kcal_mol": 105.0, "elements": ["C", "C", "N", "O", "O", "H", "H", "H", "H"], "coordinates": [[-0.253, -0.526, -0.853], [-0.743, 0.616, -0.130], [1.199, -0.553, 1.647], [1.918, 0.140, 2.077], [0.639, 0.150, 0.116], [-0.540, -1.563, -0.845], [0.225, -0.312, -1.836], [-0.925, 1.572, -0.691], [-1.520, 0.477, 0.516]]}